Entry from OMol25: 2 unconnected molecules or ions with the total composition C12H26O7 in a non-equilibrium geometry (ωB97M-V/def2-TZVPD).

Structure (XYZ):
```
45
Properties=species:S:1:pos:R:3:mulliken_charge:R:1
C 3.75886 0.64271 0.93167 -1.062
C 4.21418 2.10587 0.91144 -0.319
C 3.12837 3.08532 0.47174 -0.391
O 2.84941 3.99696 1.55526 -0.340
C 1.58946 4.18385 1.92990 0.693
O 1.28863 4.93850 2.83401 -0.542
O 0.66841 3.42874 1.22762 -0.179
O -0.59977 4.06545 1.31251 -0.308
C -1.50093 3.18311 1.95326 -0.068
C -2.59699 2.70569 1.00731 -0.973
H 2.69617 0.60338 1.13525 0.230
H 4.23628 0.13103 1.75825 0.340
H 3.99985 0.11595 0.02290 0.323
H 4.53958 2.41638 1.89382 0.284
H 5.08339 2.19928 0.27451 0.370
H 3.53638 3.67260 -0.34079 0.246
H 2.26285 2.57408 0.08131 0.329
H -0.95009 2.32275 2.30649 0.233
H -1.95869 3.63987 2.82271 0.352
H -3.56964 3.08049 1.28639 0.343
H -2.37333 2.98792 -0.01271 0.324
H -2.67412 1.62566 1.01663 0.126
C -1.79598 -1.52383 1.79340 -0.714
O -1.73957 -1.55260 0.38604 -0.285
C -0.66538 -0.78237 -0.12708 -0.228
C -0.26489 -1.26976 -1.50074 -0.533
O 0.53206 -2.44438 -1.48737 -0.457
C -0.12001 -3.67074 -1.19141 -0.366
C -0.97643 -4.19966 -2.31935 -0.575
O -2.21554 -3.51405 -2.37517 -0.252
C -2.80923 -3.58301 -3.65127 -0.777
H -1.97413 -0.50649 2.16310 0.197
H -2.62113 -2.16100 2.10463 0.258
H -0.86964 -1.91428 2.23086 0.345
H 0.20005 -0.83683 0.54435 0.344
H -1.00128 0.26163 -0.20036 0.222
H 0.37217 -0.50311 -1.94737 0.421
H -1.13679 -1.38829 -2.14611 0.185
H -0.68842 -3.60517 -0.26229 0.148
H 0.68868 -4.38680 -1.03081 0.399
H -1.17998 -5.26524 -2.14402 0.416
H -0.43386 -4.08874 -3.26558 0.356
H -2.15378 -3.14150 -4.41114 0.329
H -3.73388 -3.01079 -3.61634 0.234
H -3.04131 -4.61861 -3.92542 0.322
```

## Properties
- Calculated total energy: -27193.19298 eV
- Net charge: 0
- Structure (SMILES): CCCOC(=O)OOCC.COCCOCCOC
- Frontier orbital gap: 10.13 eV
- HOMO: -9.4 eV
- Molecular weight: 282.33 Da